DFT (the ωB97M-V functional and the def2-TZVPD basis) results for 4 unconnected molecules or ions with the total composition C33H63I2NO12 at a distorted geometry.

Geometry as XYZ:
```
111
Properties=species:S:1:pos:R:3
C 1.502 4.118 1.067
C 0.748 2.967 0.338
I -1.215 2.892 1.258
C 1.509 1.655 0.482
I 3.314 1.916 -0.714
C 0.820 0.373 -0.102
C -0.122 -0.394 0.849
C 0.239 -1.812 1.256
C 1.192 -1.893 2.470
C 2.640 -2.327 2.210
C 3.307 -1.723 0.986
N 4.605 -2.352 0.683
C 5.099 -3.547 1.073
C 6.316 -3.655 0.479
C 6.549 -2.517 -0.283
C 5.460 -1.706 -0.139
O -1.395 -0.354 0.213
C -1.426 0.247 -0.985
O -2.420 0.519 -1.618
C 0.024 0.549 -1.403
O 0.404 -0.566 -2.248
H 1.324 5.054 0.552
H 2.557 3.896 1.188
H 1.094 4.185 2.070
H 0.661 3.254 -0.703
H 1.769 1.459 1.517
H 1.675 -0.174 -0.466
H -0.145 0.194 1.768
H -0.701 -2.280 1.544
H 0.592 -2.400 0.408
H 1.122 -0.955 3.021
H 0.774 -2.651 3.126
H 2.716 -3.409 2.192
H 3.217 -1.990 3.074
H 2.680 -1.908 0.117
H 3.473 -0.662 1.131
H 4.591 -4.239 1.709
H 6.992 -4.488 0.544
H 7.387 -2.263 -0.904
H 5.227 -0.742 -0.544
H 0.226 1.442 -1.977
H 0.070 -1.379 -1.858
C -5.764 0.232 -2.773
O -5.985 -1.002 -2.121
C -5.535 -1.032 -0.777
C -6.574 -1.613 0.162
O -7.739 -0.826 0.357
C -8.664 -0.681 -0.710
C -9.405 -1.940 -1.116
O -8.561 -2.864 -1.782
C -8.748 -4.208 -1.396
H -4.733 0.296 -3.132
H -6.441 0.287 -3.626
H -5.982 1.078 -2.113
H -5.249 -0.034 -0.433
H -4.645 -1.672 -0.743
H -6.106 -1.675 1.149
H -6.831 -2.637 -0.116
H -8.199 -0.203 -1.573
H -9.415 0.017 -0.331
H -10.202 -1.655 -1.817
H -9.869 -2.392 -0.233
H -8.911 -4.299 -0.317
H -7.838 -4.753 -1.647
H -9.589 -4.656 -1.937
C 0.071 -0.428 -7.380
O -1.066 0.201 -6.833
C -1.124 0.170 -5.413
C -1.462 1.520 -4.818
O -0.460 2.523 -4.953
C -0.185 3.061 -6.237
C -1.299 3.880 -6.858
O -2.388 3.071 -7.268
C -3.659 3.608 -6.972
H -0.067 -1.513 -7.427
H 0.206 -0.047 -8.393
H 0.975 -0.195 -6.806
H -0.182 -0.191 -4.987
H -1.920 -0.531 -5.132
H -1.569 1.370 -3.743
H -2.429 1.882 -5.169
H 0.165 2.289 -6.922
H 0.655 3.742 -6.078
H -0.900 4.377 -7.752
H -1.623 4.652 -6.151
H -3.677 4.083 -5.986
H -4.371 2.782 -6.960
H -3.967 4.329 -7.737
C 4.704 0.749 3.617
O 4.611 -0.020 4.795
C 5.754 -0.822 5.059
C 6.221 -0.706 6.495
O 6.771 0.549 6.864
C 5.917 1.679 6.964
C 4.890 1.634 8.077
O 3.860 0.695 7.813
C 3.474 -0.078 8.929
H 4.458 0.139 2.740
H 3.982 1.564 3.694
H 5.698 1.189 3.495
H 6.577 -0.569 4.384
H 5.471 -1.867 4.878
H 7.041 -1.419 6.617
H 5.442 -1.016 7.193
H 5.447 1.904 6.005
H 6.587 2.513 7.187
H 4.424 2.625 8.152
H 5.389 1.416 9.027
H 4.339 -0.375 9.532
H 2.999 -0.985 8.554
H 2.757 0.465 9.552
```

Output
structure (SMILES): C[C@H](I)[C@H](I)[C@H]1[C@H](CCCCn2cccc2)OC(=O)[C@@H]1O.COCCOCCOC.COCCOCCOC.COCCOCCOC
calculated total energy: -2847.98906 hartree
charge: 0
frontier orbital gap: 8.11 eV
HOMO: -8.370 eV